Entry 1:
Density functional theory data (ωB97M-V/def2-TZVPD) for an isolated molecule of C4H9NO in a non-equilibrium geometry.

Output
max |F|	2.94	eV Å⁻¹
LUMO	0.835	eV
ΔE to the lowest compared entry with this formula, charge and spin	42.78	kcal per mole
electronic energy	-287.7643	Ha
SMILES string	CCN(C)C=O
HOMO	-9.340	eV
frontier orbital gap	10.2	eV

Each line ends with the Mulliken charge.
CARTESIAN COORDINATES (ANGSTROEM)
1 C -1.68436 -0.93041 -0.37705  -0.924
2 C -0.54568 -0.56805 0.62385  -0.481
3 N 0.60589 0.16303 0.01826  0.168
4 C 0.48911 1.67745 -0.04403  -0.754
5 C 1.88256 -0.37852 -0.15857  0.092
6 O 2.21447 -1.55442 0.00523  -0.557
7 H -1.48093 -1.88708 -0.97813  0.267
8 H -2.65571 -1.17705 0.28902  0.265
9 H -1.88364 -0.15108 -1.14994  0.298
10 H -0.18722 -1.66234 0.86604  0.257
11 H -0.94994 0.03531 1.44944  0.351
12 H 1.35957 1.92756 -0.71609  0.257
13 H -0.58589 2.03812 -0.39623  0.245
14 H 0.73757 2.10761 1.00574  0.289
15 H 2.68419 0.35987 -0.43753  0.227

Entry 2:
Density functional theory data (ωB97M-V/def2-TZVPD) for a cluster of 2 separate species, C7H17NO in total in a non-equilibrium geometry.

Output
max |F|	1.50	eV Å⁻¹
LUMO	0.892	eV
ΔE to the lowest compared entry with this formula, charge and spin	53.01	kcal per mole
electronic energy	-406.8458	Ha
SMILES string	C=CCCCNCC.O
HOMO	-8.377	eV
frontier orbital gap	9.3	eV

Each line ends with the Mulliken charge.
CARTESIAN COORDINATES (ANGSTROEM)
1 C -0.58867 -0.76594 2.48507  -0.668
2 C 0.28039 -1.37799 1.67821  -0.345
3 C 1.33289 -0.72021 0.81437  0.047
4 C 1.49846 0.77049 1.03575  -0.800
5 C 0.39245 1.61810 0.40837  -0.732
6 N 0.39528 1.79186 -1.04853  -0.260
7 C -0.66497 1.13020 -1.83985  -0.529
8 C -0.24168 -0.14789 -2.55238  -0.936
9 H -1.25533 -1.38219 3.08139  0.268
10 H -0.64073 0.24617 2.88931  0.253
11 H 0.18639 -2.45900 1.60602  0.258
12 H 1.16584 -0.89716 -0.24866  -0.103
13 H 2.24951 -1.23189 1.10613  0.336
14 H 2.43847 1.06203 0.57852  0.376
15 H 1.52010 0.98306 2.10517  0.357
16 H 0.52219 2.62306 0.82521  0.244
17 H -0.63979 1.39848 0.71891  0.344
18 H 1.28590 1.54500 -1.45483  0.271
19 H -1.50652 1.03720 -1.16239  0.322
20 H -0.92216 1.86973 -2.56695  0.359
21 H 0.35319 0.09657 -3.41928  0.321
22 H 0.26945 -0.79856 -1.86008  0.303
23 H -1.09145 -0.81346 -2.72073  0.326
24 O -1.88045 -2.13942 -0.25991  -0.603
25 H -1.62391 -1.28718 0.09586  0.292
26 H -2.83481 -2.15104 -0.29469  0.298

Entry 3:
Density functional theory data (ωB97M-V/def2-TZVPD) for a structure of composition C44H43B2N8O2S2SiW in a non-equilibrium geometry.

Output
max |F|	1.56	eV Å⁻¹
LUMO	-5.457	eV
ΔE to the lowest compared entry with this formula, charge and spin	14.51	kcal per mole
total charge	+1
electronic energy	-3493.6640	Ha
HOMO	-11.067	eV
frontier orbital gap	5.6	eV

Each line ends with the Mulliken charge.
CARTESIAN COORDINATES (ANGSTROEM)
1 W 0.06289 -0.53591 0.67814  0.462
2 C -0.55877 4.91531 -0.54161  -1.481
3 C -0.21976 3.51033 -0.89924  0.319
4 C 0.14861 3.01677 -2.12576  -1.267
5 C 0.36442 1.64238 -1.96930  -0.028
6 N 0.11602 1.31324 -0.66948  0.512
7 N -0.23586 2.48282 -0.03669  0.206
8 B -0.74551 2.57487 1.40932  -2.075
9 N 0.33560 2.06955 2.36477  1.056
10 N 1.02660 0.93561 2.06333  0.483
11 C 1.98548 0.80717 3.01403  -1.471
12 C 1.90561 1.88614 3.88649  -1.018
13 C 0.85252 2.66930 3.44738  0.639
14 C 0.31903 3.93138 4.02499  -1.427
15 C 3.00111 -0.24712 3.16997  0.438
16 C 4.27411 0.16629 3.57026  -0.674
17 C 5.26505 -0.76045 3.84055  -0.962
18 C 5.00139 -2.11654 3.71023  -0.641
19 C 3.74075 -2.53595 3.31205  -0.903
20 C 2.74629 -1.60821 3.04933  0.502
21 N -2.00115 1.70474 1.50140  0.489
22 N -1.96445 0.43848 1.00170  0.460
23 C -3.24205 -0.00406 0.97240  -0.415
24 C -4.08091 0.99837 1.45441  -1.046
25 C -3.26718 2.06352 1.78288  0.725
26 C -3.63669 3.39486 2.33739  -1.374
27 C -3.73084 -1.29227 0.44272  0.155
28 C -4.67546 -1.25233 -0.58580  -0.541
29 C -5.19038 -2.42325 -1.10973  -0.854
30 C -4.77525 -3.65191 -0.61279  -0.692
31 C -3.85897 -3.69997 0.42473  -0.668
32 C -3.34676 -2.52448 0.95255  -0.122
33 C 0.78250 0.80522 -3.13295  0.792
34 C 0.80708 -0.58168 -3.17330  1.543
35 C 1.15983 -1.28136 -4.31611  -1.163
36 C 1.51744 -0.60314 -5.46575  -0.871
37 C 1.52999 0.78318 -5.44835  -1.019
38 C 1.17172 1.47256 -4.30536  -0.434
39 H -0.42243 5.54389 -1.41803  0.509
40 H 0.08184 5.29140 0.25295  0.271
41 H -1.59191 5.00713 -0.21291  0.189
42 H 0.21950 3.59203 -3.02050  0.687
43 H -1.01300 3.69470 1.68119  -0.021
44 H 2.52900 2.06118 4.74058  0.743
45 H 0.85635 4.16516 4.94038  0.445
46 H -0.73825 3.83775 4.26183  0.211
47 H 0.43610 4.76359 3.33443  0.258
48 H 4.49195 1.22113 3.65322  0.429
49 H 6.24532 -0.42365 4.14397  0.421
50 H 5.77337 -2.84189 3.91898  0.422
51 H 3.52525 -3.58950 3.21574  0.512
52 H 1.76000 -1.95977 2.76629  0.722
53 H -5.14491 0.93909 1.55750  0.664
54 H -4.71367 3.43942 2.47818  0.419
55 H -3.34439 4.20157 1.66849  0.220
56 H -3.16081 3.56852 3.30023  0.243
57 H -4.98267 -0.29791 -0.98827  0.483
58 H -5.90944 -2.37874 -1.91474  0.454
59 H -5.17394 -4.56466 -1.02613  0.428
60 H -3.55160 -4.65193 0.83664  0.482
61 H -2.67974 -2.56649 1.79559  1.060
62 H 0.57813 -1.15606 -2.29554  -0.154
63 H 1.15362 -2.36101 -4.29750  0.527
64 H 1.79062 -1.14260 -6.35939  0.458
65 H 1.82854 1.33513 -6.32834  0.431
66 H 1.23232 2.54491 -4.33214  0.390
67 S 0.28440 -2.92090 0.66726  -0.132
68 C -0.18793 -3.61215 2.15671  1.268
69 C -0.16836 -5.04047 2.24070  -0.556
70 N -0.15014 -6.18467 2.28317  -0.436
71 C -0.53140 -2.80763 3.20245  0.676
72 S -0.57068 -1.12194 2.97117  -0.289
73 C -0.88355 -3.30963 4.49497  -0.402
74 N -1.16974 -3.68981 5.53682  -0.443
75 C 4.92377 -0.51100 -0.19060  -1.100
76 Si 3.39524 0.42268 -0.74139  0.042
77 C 3.32007 2.13036 0.03053  -0.729
78 C 3.60621 0.62279 -2.59513  -1.075
79 C 1.96051 -0.79858 -0.26749  -2.557
80 H 5.80726 0.09076 -0.40180  0.373
81 H 5.01617 -1.43199 -0.76306  0.366
82 H 4.93520 -0.77134 0.85591  0.155
83 H 4.11719 2.71951 -0.42229  0.663
84 H 3.49049 2.12408 1.10049  0.187
85 H 2.38152 2.64491 -0.16599  0.015
86 H 4.67720 0.70121 -2.78022  0.524
87 H 3.13702 1.52248 -2.98736  0.336
88 H 3.23569 -0.22266 -3.17027  0.292
89 H 2.48663 -1.51673 0.37999  1.306
90 H 1.79368 -1.36105 -1.19731  1.253
91 O -1.32724 -2.39477 -1.63996  -0.392
92 B -1.27314 -1.13718 -1.04615  2.588
93 O -2.07744 -0.23609 -1.72692  -0.088
94 C -2.64205 -0.95505 -2.76391  0.809
95 C -3.51494 -0.52013 -3.73632  -1.237
96 C -3.92894 -1.47555 -4.65871  -0.742
97 C -3.47977 -2.79299 -4.59952  -0.654
98 C -2.58949 -3.21672 -3.61880  -1.465
99 C -2.19290 -2.26164 -2.71036  0.833
100 H -3.85719 0.50104 -3.77303  0.581
101 H -4.61592 -1.18944 -5.43966  0.437
102 H -3.82963 -3.50123 -5.33408  0.472
103 H -2.23700 -4.23430 -3.56131  0.582

Q: Which of these has the lowest ΔE to the lowest compared entry with this formula, charge and spin?
A: C44H43B2N8O2S2SiW